ORCA calculation (the ωB97M-V functional and the def2-TZVPD basis) on a cluster of 2 separate species, C29H53BF2N4O8 in total.

Geometry as XYZ:
```
97
Properties=species:S:1:pos:R:3:forces:R:3
F 7.836836 0.152615 2.618856 0.24 -0.95 -0.68
F 9.623437 -0.923168 1.542065 -1.33 -0.02 0.23
O 7.809689 -2.219264 2.381961 -0.75 -0.46 -0.68
O 0.116690 -5.323203 6.585180 2.88 -0.69 -4.21
O 6.038294 -2.205209 -0.570884 0.06 -0.13 0.51
O 5.332057 2.151636 1.641195 1.16 -1.14 -2.17
O 4.575903 2.796906 2.583400 -2.35 0.87 2.31
O 6.432351 -3.878673 1.755722 -0.20 0.29 -0.16
O 0.162446 -6.577227 4.671949 1.25 1.88 0.19
O 7.489098 -0.855044 0.486845 -0.56 -0.85 0.04
N 1.578258 -2.026452 2.286461 0.68 -3.78 -0.27
N 2.676241 1.257972 2.880791 1.21 0.31 0.23
N 1.344808 -0.688839 2.245739 3.57 1.55 1.60
N 3.435451 -1.141727 3.185098 -2.47 -0.55 -1.20
C -0.549310 3.550591 2.667035 -0.10 -0.83 0.15
C 3.953197 1.834909 3.449670 1.08 -0.12 0.35
C 2.349351 -4.971069 3.567769 0.79 -0.50 0.50
C 2.130860 -4.836603 5.179896 -0.18 -1.44 -1.61
C -2.093013 -3.518628 2.341808 -0.72 0.74 -0.22
C -4.029585 1.489180 -3.364158 0.60 -0.22 0.15
C -4.463635 6.229756 -5.990686 -0.53 -0.53 -0.17
C -2.885564 0.349433 -1.200426 -0.68 -0.28 0.13
C -2.539907 4.456202 -6.324906 -0.87 0.76 -0.74
C -2.076051 -0.954728 -0.640233 -0.19 1.49 0.10
C -2.433150 -3.213769 0.804531 -0.98 0.09 0.13
C 0.449770 -2.851432 1.701883 -0.24 0.49 -0.02
C 2.534162 -0.070598 2.795536 -0.80 -4.09 -0.60
C 6.756352 -1.957383 0.371199 -0.30 1.91 -2.52
C -3.915819 1.329832 -4.968281 0.89 -0.22 0.84
C 0.751721 -5.563797 5.521457 -2.78 0.85 3.94
C 6.956815 -2.805832 1.551560 0.69 -1.51 2.54
C -2.094405 1.837135 -6.899608 -0.99 -0.41 -0.30
C -2.356158 1.596648 -5.338749 -0.16 -1.30 -0.33
C -2.848344 -1.658442 0.575534 -0.42 -0.45 -0.65
C 1.667491 2.239925 2.396943 -1.54 -0.44 -0.60
C -4.074313 4.658685 -5.808027 0.53 1.03 -1.39
C 0.292297 2.263730 3.224418 -0.29 0.61 -0.77
C -2.453333 3.308209 -7.442963 1.30 0.50 -0.17
C -0.674195 -2.958896 2.842138 0.42 -1.26 0.03
C -3.514490 0.121706 -2.656146 0.14 0.03 -0.38
C 2.838784 -2.424264 2.843261 -2.08 5.64 -0.67
C 3.398438 -3.900961 3.002856 0.09 0.37 0.14
C -1.830783 3.088163 1.815650 -0.04 0.58 0.42
B 8.211497 -0.938880 1.769457 1.78 1.74 0.87
H -0.722293 -1.960370 3.396095 -0.20 -1.31 -0.91
H 2.965924 -5.460726 5.669062 -1.31 1.06 -0.56
H 2.204710 -3.763115 5.551003 -0.56 -1.53 -0.33
H 4.740532 1.023301 3.662881 -1.56 0.92 -0.31
H -3.394322 3.338620 -8.108826 1.34 -0.16 1.25
H -1.059151 -0.536985 -0.274662 -1.36 -0.97 -0.66
H -5.604539 6.353049 -5.861849 1.83 -0.01 0.11
H -2.900233 -2.970871 2.963831 1.21 -0.99 -0.93
H -2.796844 1.105112 -7.459035 1.18 0.98 0.90
H 5.261218 2.701460 0.818444 -0.17 -0.46 1.14
H -3.971518 -1.638550 0.298052 1.75 -0.04 0.49
H -1.623210 -3.558292 0.065881 -1.05 0.59 1.21
H -5.074605 1.797928 -3.019033 1.36 -0.64 -0.44
H -3.304030 2.312510 -2.998814 -1.21 -1.07 -0.71
H 4.275641 -3.851849 3.749851 -1.28 0.19 -1.35
H -1.920542 -1.625589 -1.555105 -0.08 0.59 1.59
H -4.247817 6.587876 -7.068004 -0.17 -0.75 1.68
H -4.144577 0.226098 -5.194300 0.19 1.65 0.07
H 0.142409 4.175415 1.989156 -1.15 -0.70 1.27
H -3.747787 0.574337 -0.468790 1.35 -0.14 -1.00
H -1.542327 2.763915 0.751175 -0.46 0.30 1.66
H -2.677868 -0.337749 -3.310096 -1.30 0.80 0.91
H -4.245073 4.281331 -4.747245 0.09 0.51 -1.47
H 0.839269 -3.857939 1.322774 -0.47 1.55 0.70
H -2.261032 -4.634683 2.539281 0.65 1.54 -0.20
H 1.360733 -5.015907 2.999388 1.46 0.27 0.83
H -0.906451 4.136447 3.580855 0.60 -0.54 -1.46
H -2.557702 3.983355 1.732637 1.12 -1.52 0.01
H -1.816176 0.607779 -5.070516 -0.70 1.62 -0.38
H 0.474714 -0.268795 1.882931 0.89 -0.64 0.33
H 0.107148 -2.249605 0.775468 0.37 -1.10 1.50
H -1.034343 1.532583 -7.219850 -1.48 0.62 0.73
H -4.639393 1.985288 -5.554299 1.05 -0.76 0.89
H -0.278754 -3.723855 3.616413 -0.51 1.42 -1.07
H -2.778111 -1.068807 1.569023 0.16 -0.79 -1.66
H 2.071552 3.303423 2.371560 -0.01 -1.73 0.24
H -3.374425 -3.831009 0.538047 1.60 0.85 0.44
H -3.879767 6.903041 -5.279550 -0.90 -0.90 -0.85
H -0.369738 1.352615 3.012796 1.09 1.05 0.36
H 3.659131 2.394102 4.405207 0.64 -0.58 -1.51
H 2.837385 -6.008367 3.426871 -0.81 1.71 -0.02
H -2.373037 2.246303 2.387666 0.77 1.24 -1.08
H -0.423784 -6.145388 4.012246 0.50 -0.32 0.61
H -1.917538 2.385541 -4.643588 -0.60 -0.84 -1.16
H -4.375221 -0.648201 -2.668612 1.33 1.13 0.28
H 1.393656 1.973028 1.303210 0.53 0.47 1.57
H 0.463506 2.306009 4.350479 -0.09 0.05 -1.53
H 3.848139 -4.248097 1.995888 -0.70 0.79 1.53
H -4.729922 4.110128 -6.587095 0.86 0.61 1.62
H -2.283034 5.448083 -6.863833 -0.27 -1.58 0.87
H -2.206582 1.273141 -1.244693 -0.93 -1.36 0.07
H -1.787531 4.361566 -5.474848 -1.02 -0.12 -1.16
H -1.586627 3.612221 -8.148321 -1.38 -0.51 1.03
```
Forces are in eV/Å.

Properties
**Calculated total energy**: -59379.272 eV
**Strongest force on any atom**: 6.05 eV/A
**Charge**: 0
**Gap between HOMO and LUMO**: 8.4 eV
**LUMO level**: -0.6 eV

These are the Mulliken partial charges, in e, on atoms 1 to 8:
1 F -0.378
2 F -0.351
3 O -0.441
4 O -0.542
5 O -0.648
6 O -0.235
7 O -0.263
8 O -0.689